1.
110
Properties=species:S:1:pos:R:3:lowdin_charge:R:1 method="wB97M-V/def2-TZVPD" multiplicity=1 e_homo_ha=-0.4325 e_lumo_ev=-5.371 charge=+1
C 3.083 -0.654 4.511 -0.014
C 2.008 0.411 5.178 -0.270
O 2.604 1.329 5.993 -0.036
N 0.542 0.450 5.083 -0.097
C 0.051 0.715 6.445 -0.095
C -0.147 0.966 3.888 -0.213
C -1.525 1.822 4.090 -0.089
C -2.802 1.440 3.130 -0.083
C -4.016 2.468 3.678 -0.307
N -5.338 1.951 4.241 0.080
O -3.869 3.796 3.607 -0.048
C -0.335 -0.398 2.912 -0.127
C -1.291 -1.556 3.564 -0.085
F -0.403 -2.688 4.044 0.001
F -1.940 -1.155 4.875 0.013
C -2.471 -2.219 2.697 -0.094
F -3.689 -2.347 3.600 0.022
F -3.038 -1.438 1.560 -0.007
C -2.288 -3.748 2.150 -0.111
F -3.254 -3.869 0.987 -0.001
F -0.983 -4.109 1.581 0.002
C -2.751 -4.937 3.175 -0.129
F -4.223 -5.252 3.037 0.044
F -2.373 -4.772 4.587 0.066
F -2.057 -6.190 2.694 0.032
N -0.438 -0.153 1.456 -0.197
P 0.642 -1.084 0.398 0.641
O 1.429 -2.437 1.096 -0.367
I -0.968 -2.130 -1.230 0.489
C -0.217 1.246 0.966 -0.248
N -0.166 1.412 -0.425 0.114
N -0.062 2.510 1.777 0.157
C 0.793 2.003 2.963 -0.335
F 1.950 1.375 2.294 -0.044
S 1.395 3.529 3.834 0.824
C 3.306 3.523 3.753 -0.116
O 0.893 3.736 5.281 -0.339
O 0.994 4.851 3.066 -0.370
H 2.680 -1.748 4.415 0.086
H 3.478 -0.333 3.451 0.089
H 4.050 -0.692 5.211 0.122
H -1.095 0.459 6.662 0.112
H 0.651 0.008 7.198 0.137
H 0.199 1.806 6.878 0.117
H -1.400 3.004 3.964 0.145
H -2.031 1.741 5.169 0.149
H -3.266 0.376 3.326 0.106
H -2.702 1.735 2.006 0.121
H -5.195 1.119 4.866 0.089
H -5.708 2.766 4.819 0.114
H 0.773 -0.845 3.024 0.143
H 1.107 -2.717 1.994 0.049
H 0.765 1.690 -0.826 0.158
H -1.048 1.279 -0.975 0.144
H 0.533 3.141 1.158 0.166
H 3.645 4.263 4.615 0.125
H 3.747 2.445 3.878 0.075
H 3.568 3.948 2.695 0.092
O 4.346 -0.037 -1.034 -0.264
P 5.460 -0.830 -1.761 0.749
O 5.976 -1.621 -0.400 -0.233
C 5.229 -2.737 0.046 -0.312
C 5.519 -3.958 -0.804 -0.081
O 6.572 0.411 -1.681 -0.237
C 6.132 1.760 -1.781 -0.313
C 6.026 2.389 -0.403 -0.079
O 6.704 -1.715 -2.572 -0.206
C 6.740 -1.584 -3.986 -0.303
C 7.405 -0.295 -4.422 -0.077
H 4.160 -2.503 0.046 0.086
H 5.526 -2.934 1.081 0.120
H 5.140 -3.820 -1.821 0.067
H 5.045 -4.848 -0.379 0.080
H 6.597 -4.132 -0.882 0.088
H 5.186 1.823 -2.328 0.102
H 6.874 2.308 -2.370 0.119
H 5.423 1.784 0.281 0.061
H 5.582 3.388 -0.467 0.076
H 7.017 2.477 0.052 0.082
H 5.724 -1.664 -4.391 0.112
H 7.317 -2.432 -4.367 0.122
H 6.727 0.554 -4.287 0.063
H 7.669 -0.334 -5.485 0.085
H 8.308 -0.094 -3.838 0.092
O -3.467 0.826 -4.249 -0.251
P -4.668 0.125 -4.931 0.745
O -3.737 -0.758 -5.977 -0.230
C -3.107 -1.926 -5.486 -0.311
C -4.098 -3.067 -5.367 -0.084
O -4.974 1.385 -5.980 -0.238
C -4.759 2.726 -5.554 -0.316
C -3.424 3.238 -6.062 -0.076
O -6.010 -0.658 -5.692 -0.209
C -7.283 -0.413 -5.113 -0.306
C -7.854 0.925 -5.537 -0.078
H -2.625 -1.722 -4.525 0.082
H -2.323 -2.197 -6.200 0.122
H -4.836 -2.859 -4.585 0.065
H -3.587 -4.001 -5.115 0.078
H -4.649 -3.205 -6.302 0.088
H -4.836 2.807 -4.465 0.102
H -5.563 3.339 -5.974 0.117
H -2.600 2.564 -5.809 0.069
H -3.205 4.227 -5.644 0.079
H -3.437 3.317 -7.153 0.081
H -7.214 -0.487 -4.020 0.111
H -7.946 -1.211 -5.459 0.121
H -7.368 1.741 -4.993 0.064
H -8.925 0.979 -5.313 0.084
H -7.703 1.103 -6.605 0.092

=====

2.
94
Properties=species:S:1:pos:R:3:lowdin_charge:R:1 method="wB97M-V/def2-TZVPD" multiplicity=1 e_homo_ha=-0.3680 e_lumo_ev=0.140 smiles="O=S1(=O)CCCC1.O=S1(=O)CCCC1.O=S1(=O)CCCC1.O=S1(=O)CCCC1.CC(C)=O.CC#N.CC#N.CC#N.CC#N" charge=0
C 29.724 -14.830 -28.814 -0.017
C 31.144 -14.375 -28.678 -0.511
O 31.472 -13.467 -27.941 0.041
C 32.136 -15.057 -29.533 -0.010
H 29.503 -14.827 -29.881 0.069
H 29.078 -14.091 -28.341 0.070
H 29.677 -15.846 -28.422 0.060
H 33.022 -14.421 -29.517 0.076
H 31.660 -15.113 -30.512 0.095
H 32.298 -16.064 -29.148 0.076
C 33.465 -18.014 -31.340 -0.059
C 34.416 -18.610 -30.388 -0.282
N 35.144 -19.136 -29.656 0.120
H 33.321 -16.992 -30.990 0.052
H 32.564 -18.626 -31.297 0.058
H 33.919 -18.158 -32.321 0.083
C 31.107 -11.672 -25.215 -0.073
C 29.735 -11.521 -24.834 -0.275
N 28.613 -11.392 -24.468 0.130
H 31.521 -12.669 -25.066 0.072
H 31.766 -10.913 -24.794 0.095
H 31.072 -11.673 -26.304 0.053
C 28.757 -18.957 -28.161 -0.076
C 29.490 -19.390 -29.377 -0.227
N 30.106 -19.699 -30.348 0.121
H 27.748 -19.366 -28.134 0.088
H 28.756 -17.877 -28.008 0.038
H 29.295 -19.349 -27.298 0.068
C 28.534 -16.971 -32.499 -0.053
C 27.951 -16.717 -31.202 -0.272
N 27.464 -16.507 -30.187 0.166
H 29.272 -16.231 -32.811 0.088
H 27.768 -17.233 -33.228 0.092
H 29.178 -17.836 -32.338 0.065
C 26.495 -13.947 -26.279 -0.209
C 25.138 -13.199 -26.442 -0.213
C 23.948 -14.084 -25.970 -0.180
S 24.507 -15.853 -26.353 0.711
O 23.805 -16.456 -27.470 -0.340
O 24.560 -16.560 -25.067 -0.363
C 26.224 -15.357 -26.849 -0.226
H 26.726 -14.004 -25.216 0.108
H 27.364 -13.522 -26.782 0.075
H 25.013 -13.000 -27.506 0.106
H 25.218 -12.228 -25.954 0.110
H 22.928 -13.872 -26.292 0.097
H 23.854 -14.043 -24.885 0.089
H 26.108 -15.308 -27.931 0.073
H 26.901 -16.203 -26.735 0.090
C 34.845 -9.208 -29.519 -0.220
C 34.854 -10.115 -28.312 -0.234
C 33.691 -11.050 -28.547 -0.232
S 33.814 -11.605 -30.293 0.699
O 32.492 -11.604 -30.856 -0.336
O 34.750 -12.734 -30.449 -0.345
C 34.644 -10.044 -30.792 -0.193
H 35.772 -8.636 -29.526 0.116
H 33.984 -8.566 -29.332 0.114
H 34.650 -9.564 -27.395 0.118
H 35.799 -10.651 -28.221 0.120
H 32.752 -10.499 -28.509 0.086
H 33.622 -11.917 -27.890 0.092
H 34.015 -9.648 -31.589 0.103
H 35.639 -10.267 -31.179 0.100
C 31.575 -15.754 -23.905 -0.211
C 30.938 -17.070 -23.475 -0.216
C 30.481 -17.873 -24.718 -0.213
S 31.842 -17.559 -25.850 0.734
O 31.323 -17.175 -27.192 -0.360
O 32.862 -18.623 -25.765 -0.328
C 32.527 -16.105 -25.038 -0.228
H 32.178 -15.199 -23.187 0.122
H 30.806 -15.098 -24.313 0.110
H 30.165 -16.861 -22.734 0.119
H 31.648 -17.750 -23.004 0.119
H 29.626 -17.365 -25.163 0.094
H 30.211 -18.912 -24.531 0.115
H 32.634 -15.328 -25.794 0.092
H 33.574 -16.279 -24.786 0.113
C 27.546 -9.680 -28.535 -0.187
C 28.416 -10.933 -28.412 -0.219
C 29.107 -11.127 -29.764 -0.191
S 29.650 -9.429 -30.328 0.712
O 29.458 -9.256 -31.784 -0.349
O 30.956 -9.160 -29.777 -0.347
C 28.307 -8.573 -29.391 -0.195
H 27.439 -9.169 -27.578 0.107
H 26.574 -9.840 -29.003 0.111
H 27.770 -11.787 -28.206 0.092
H 29.113 -10.788 -27.587 0.098
H 28.365 -11.405 -30.512 0.106
H 29.971 -11.792 -29.788 0.079
H 27.692 -8.043 -30.118 0.090
H 28.715 -7.743 -28.813 0.093

=====

3.
81
Properties=species:S:1:pos:R:3:lowdin_charge:R:1 method="wB97M-V/def2-TZVPD" multiplicity=1 e_homo_ha="-0.3269 / -0.3301" relative_energy_ev=0.000 e_lumo_ev="-2.840 / -3.982" charge=+1
Tl -0.359 2.839 -2.612 0.851
C -0.779 -2.776 3.052 -0.220
C 0.510 -3.106 2.560 -0.201
C 0.750 -1.405 4.082 -0.195
C -0.628 -1.732 4.004 -0.176
C 1.457 -2.267 3.205 -0.224
C -2.048 -3.431 2.680 -0.062
H -2.034 -3.765 1.635 0.057
H -2.895 -2.748 2.810 0.067
H -2.244 -4.320 3.298 0.090
C -1.700 -1.055 4.760 -0.020
H -2.676 -1.504 4.545 0.073
H -1.762 0.019 4.516 0.077
H -1.524 -1.132 5.843 0.097
C 1.324 -0.351 4.934 -0.028
H 0.898 -0.377 5.947 0.093
H 1.116 0.644 4.517 0.052
H 2.410 -0.459 5.022 0.079
C 2.917 -2.284 3.001 -0.052
H 3.405 -3.032 3.645 0.093
H 3.358 -1.311 3.243 0.074
H 3.185 -2.532 1.966 0.057
C 0.825 -4.154 1.568 -0.034
H 1.108 -5.100 2.053 0.104
H 1.662 -3.853 0.927 0.063
H -0.038 -4.362 0.927 0.062
C -1.504 1.597 -4.227 -0.416
C -1.560 0.139 -3.816 -0.392
C -0.894 -0.799 -4.840 -0.193
C 0.489 -0.387 -5.391 -0.162
C 1.365 0.357 -4.435 -0.120
C 1.454 1.704 -4.291 -0.242
C 0.742 2.581 -5.298 -0.247
C -0.765 2.214 -5.445 -0.258
H -1.612 -0.880 -5.670 0.131
H 0.320 0.105 -6.364 0.113
H -0.811 -1.819 -4.429 0.080
H -0.904 1.645 -6.377 0.101
H -2.510 2.043 -4.196 0.069
H -2.642 -0.104 -3.795 0.089
H -1.262 3.189 -5.595 0.110
H 0.852 3.646 -5.022 0.091
H 2.236 2.107 -3.629 0.100
H 1.194 2.489 -6.308 0.134
H 0.978 -1.355 -5.615 0.126
H 2.092 -0.307 -3.942 0.107
P -1.487 -0.859 -2.066 0.955
C -2.615 -0.099 -0.848 -0.162
C -1.800 -2.649 -2.005 -0.165
P 1.284 -0.763 -0.292 0.899
C 0.311 -0.641 -1.907 -0.519
C 2.846 -1.318 -1.118 -0.309
C 1.891 0.983 -0.129 -0.304
H -2.071 0.234 0.057 0.063
H -3.401 -0.826 -0.564 0.065
H -3.138 0.756 -1.300 0.058
H -1.452 -3.161 -2.909 0.056
H -2.867 -2.864 -1.858 0.067
H -1.226 -3.041 -1.150 0.059
H 2.022 1.527 -1.086 0.007
H 2.879 0.935 0.370 0.055
H 1.223 1.535 0.551 -0.005
H 0.576 0.335 -2.368 -0.021
H 0.793 -1.422 -2.528 0.061
H 3.598 -1.361 -0.315 0.038
H 3.162 -0.628 -1.917 0.040
H 2.719 -2.317 -1.546 0.039
C -0.116 2.943 4.192 -0.034
C -0.400 3.265 2.716 -0.717
C -1.848 3.758 2.558 -0.020
C 0.482 4.470 2.293 -0.035
O -0.259 2.132 1.971 0.050
H -0.317 3.783 4.875 0.101
H 0.936 2.656 4.315 0.077
H -0.717 2.082 4.511 0.070
H -2.023 4.649 3.174 0.102
H -2.040 4.006 1.507 0.085
H -2.557 2.964 2.820 0.089
H 1.546 4.246 2.435 0.086
H 0.319 4.708 1.235 0.080
H 0.250 5.374 2.882 0.094

=====

4.
84
Properties=species:S:1:pos:R:3:lowdin_charge:R:1 method="wB97M-V/def2-TZVPD" multiplicity=2 e_homo_ha="-0.3262 / -0.3488" e_lumo_ev="0.196 / -0.148" charge=0
C -1.070 0.694 4.353 -0.148
C -1.339 -0.114 2.932 -0.259
C -1.506 -1.717 3.306 -0.237
C -1.912 -2.576 1.944 -0.229
C -0.676 -2.305 0.863 -0.229
C -0.791 -3.457 -0.303 -0.232
C -0.137 -2.878 -1.699 -0.229
C 1.522 -2.907 -1.671 -0.199
C 2.090 -2.853 -3.243 -0.193
C 2.924 -1.450 -3.381 -0.220
C 3.455 -1.095 -4.890 -0.149
C 2.302 -1.068 -6.054 -0.396
N 1.750 -2.422 -6.447 0.106
C 2.735 -3.325 -6.753 -0.051
O 3.695 -4.291 -6.712 -0.019
C 0.970 -0.161 -5.614 -0.055
C 1.108 1.430 -5.974 -0.394
C -0.359 2.117 -5.554 -0.084
C 2.223 2.237 -5.025 -0.044
N 1.328 1.752 -7.431 -0.134
O 0.270 2.331 -8.018 -0.050
C 1.908 0.607 -8.223 -0.426
C 2.831 1.316 -9.427 -0.071
C 0.822 -0.338 -9.004 -0.059
C 2.962 -0.312 -7.358 -0.068
H -2.091 1.061 4.811 0.058
H -0.329 1.590 4.130 0.082
H -0.525 -0.016 5.114 0.079
H -0.423 0.114 2.235 0.097
H -2.315 0.241 2.381 0.113
H -2.346 -1.911 4.102 0.105
H -0.485 -2.164 3.699 0.115
H -2.968 -2.257 1.510 0.118
H -1.992 -3.735 2.163 0.109
H 0.380 -2.333 1.375 0.121
H -0.921 -1.249 0.364 0.114
H -1.929 -3.713 -0.470 0.111
H -0.188 -4.448 -0.029 0.120
H -0.497 -1.762 -1.799 0.107
H -0.546 -3.479 -2.633 0.111
H 1.966 -3.807 -1.064 0.110
H 1.868 -1.917 -1.132 0.103
H 2.687 -3.814 -3.545 0.121
H 1.110 -2.726 -3.905 0.093
H 2.354 -0.497 -2.972 0.105
H 3.897 -1.562 -2.703 0.127
H 3.894 0.013 -4.832 0.110
H 4.374 -1.786 -5.110 0.127
H 0.632 -0.341 -4.509 0.122
H 0.084 -0.580 -6.295 0.130
H -0.458 1.897 -4.385 0.097
H -0.358 3.282 -5.660 0.094
H -1.273 1.576 -6.054 0.096
H 2.539 1.583 -4.077 0.081
H 1.695 3.200 -4.579 0.087
H 3.135 2.595 -5.665 0.087
H 3.583 2.073 -8.907 0.094
H 3.465 0.491 -9.976 0.086
H 2.137 1.865 -10.218 0.101
H -0.058 0.230 -9.524 0.092
H 0.364 -1.207 -8.363 0.072
H 1.424 -0.876 -9.884 0.102
H 3.499 -1.020 -8.118 0.133
H 3.801 0.440 -6.967 0.131
C -3.334 2.086 8.977 -0.024
C -2.987 1.434 7.665 -0.477
O -2.549 2.091 6.722 0.034
C -3.197 -0.052 7.552 -0.018
H -3.132 3.161 8.913 0.084
H -4.395 1.943 9.194 0.088
H -2.721 1.662 9.776 0.072
H -4.252 -0.291 7.705 0.088
H -2.578 -0.572 8.288 0.091
H -2.904 -0.385 6.550 0.063
C -3.427 3.051 13.664 -0.027
C -2.255 2.923 12.729 -0.495
O -1.915 1.830 12.278 0.038
C -1.514 4.182 12.367 -0.027
H -3.865 2.062 13.836 0.085
H -3.095 3.458 14.623 0.086
H -4.188 3.698 13.219 0.086
H -1.097 4.640 13.268 0.086
H -2.190 4.879 11.865 0.086
H -0.693 3.937 11.686 0.086

=====

5.
84
Properties=species:S:1:pos:R:3:lowdin_charge:R:1 method="wB97M-V/def2-TZVPD" multiplicity=3 e_homo_ha="-0.1630 / -0.2853" e_lumo_ev="0.304 / 0.296" charge=0
O -0.602 1.824 -0.672 -0.317
O 4.103 0.567 1.053 -0.223
C 0.160 1.711 -1.928 -0.202
C -0.497 2.500 -3.044 -0.047
H 0.189 0.634 -2.141 0.103
H 1.180 2.051 -1.708 0.114
H -1.568 2.271 -3.170 0.087
H 0.019 2.249 -3.975 0.088
H -0.383 3.581 -2.897 0.082
C -0.503 3.107 0.039 -0.184
C 0.942 3.473 0.303 -0.063
H -1.064 2.979 0.972 0.128
H -1.002 3.865 -0.574 0.127
H 1.528 2.635 0.702 0.089
H 0.949 4.275 1.049 0.091
H 1.433 3.870 -0.594 0.078
C 4.483 0.258 2.411 -0.263
C 5.115 1.163 0.229 -0.268
C 3.924 1.267 3.402 -0.074
H 5.583 0.203 2.516 0.123
H 4.037 -0.728 2.610 0.108
H 4.332 2.269 3.221 0.064
H 4.196 0.968 4.419 0.078
H 2.830 1.302 3.331 0.077
C 5.627 2.493 0.748 -0.087
H 4.633 1.296 -0.747 0.115
H 5.953 0.454 0.121 0.118
H 4.803 3.165 1.008 0.075
H 6.223 2.969 -0.033 0.076
H 6.272 2.359 1.621 0.074
H 2.695 -0.952 0.465 0.011
Ti -2.101 0.533 -0.410 0.901
C 2.363 -2.002 0.497 -0.175
Si 3.537 -3.198 -0.361 0.447
H 2.252 -2.287 1.558 0.037
H 1.368 -2.043 0.031 0.013
C 4.025 -2.484 -2.030 -0.186
C 2.683 -4.856 -0.580 -0.189
C 5.093 -3.534 0.642 -0.190
C -1.626 -1.214 -1.267 -0.370
Si -3.153 -2.222 -1.708 0.395
H -1.008 -1.734 -0.485 0.020
H -0.995 -1.067 -2.159 0.002
C -2.473 -3.973 -1.783 -0.200
C -3.980 -1.820 -3.344 -0.181
C -4.455 -2.069 -0.373 -0.180
H 5.760 -4.207 0.086 0.031
H 4.847 -4.022 1.596 0.031
H 5.642 -2.609 0.861 0.019
H 3.175 -2.503 -2.725 0.029
H 4.845 -3.063 -2.476 0.029
H 4.359 -1.442 -1.928 0.018
H 1.656 -4.733 -0.945 0.025
H 2.643 -5.391 0.379 0.032
H 3.229 -5.487 -1.293 0.031
H -3.271 -1.507 -4.124 0.029
H -4.747 -1.041 -3.237 0.015
H -4.473 -2.744 -3.684 0.032
H -4.961 -1.097 -0.375 0.021
H -4.011 -2.228 0.617 0.036
H -5.201 -2.854 -0.562 0.034
H -3.220 -4.682 -2.161 0.023
H -2.166 -4.270 -0.771 0.030
H -1.589 -4.001 -2.434 0.027
C -5.934 2.244 -1.550 -0.102
C -6.404 2.611 -0.284 -0.116
C -5.668 2.264 0.843 -0.034
C -4.449 1.601 0.704 -0.274
N -3.983 1.288 -0.553 -0.103
C -4.725 1.565 -1.661 -0.162
C -3.566 1.261 1.816 -0.206
C -3.721 1.820 3.110 -0.037
C -2.689 1.668 4.041 -0.100
C -1.593 0.836 3.774 -0.113
C -1.498 0.149 2.552 -0.117
C -2.457 0.396 1.565 -0.207
H -6.485 2.465 -2.466 0.096
H -7.340 3.154 -0.171 0.091
H -5.989 2.469 1.863 0.101
H -4.304 1.217 -2.610 0.096
H -4.605 2.407 3.363 0.097
H -2.723 2.206 4.992 0.098
H -0.809 0.719 4.517 0.088
H -0.697 -0.568 2.363 0.090

=====

E_tot / eV: -136831.9872; -96534.8959; -54116.1951; -39983.8576; -73280.9840